# 1
Entry from the OMol25 dataset: 2 unconnected molecules or ions with the total composition C4H8O2 (wB97M-V/def2-TZVPD).

Calculated values
* charge: 0
* energy relative to the best compared isomer or geometry (same formula, charge and spin): 1.973 eV
* strongest force on any atom: 0.558 eV Å⁻¹
* LUMO level: 0.9 eV
* highest occupied orbital energy: -9.9 eV
* structure (SMILES): COC=O.C=C
* electronic energy: -8371.3092 eV

Each line ends with the Mulliken charge.
Element x y z (Å)
C 0.885 1.589 -1.446  -0.68
O 1.120 0.482 -0.582  -0.25
C 1.199 0.740 0.731  0.20
O 1.465 -0.098 1.543  -0.44
H 1.256 2.522 -1.006  0.35
H -0.183 1.685 -1.664  0.27
H 1.432 1.390 -2.369  0.24
H 1.006 1.800 0.982  0.31
C -1.587 -1.597 0.007  -0.44
C -1.153 -1.788 1.248  -0.51
H -2.637 -1.422 -0.215  0.23
H -0.902 -1.612 -0.839  0.23
H -0.100 -1.947 1.462  0.26
H -1.829 -1.769 2.100  0.23



# 2
Entry from the OMol25 dataset: a molecular structure, C4H8O2 (wB97M-V/def2-TZVPD).

Calculated values
* charge: 0
* energy relative to the best compared isomer or geometry (same formula, charge and spin): 6.254 eV
* strongest force on any atom: 0.376 eV Å⁻¹
* LUMO level (alpha / beta): -0.2 / -0.2 eV
* highest occupied orbital energy (alpha / beta): -8.7 / -8.7 eV
* electronic energy: -8367.0272 eV

Each line ends with the Mulliken charge.
Element x y z (Å)
C -1.632 -1.330 0.605  -1.23
C -1.062 -0.079 0.003  0.25
O -0.490 0.894 0.968  -0.29
C 0.327 0.323 0.136  -0.11
C 1.779 -0.110 0.289  0.17
O 2.585 0.794 0.742  -0.66
H -0.986 -1.717 1.397  0.38
H -1.739 -2.098 -0.168  0.32
H -2.622 -1.126 1.024  0.31
H -1.641 0.414 -0.776  0.40
H 1.138 1.961 -0.700  0.00
H 2.032 -0.658 -0.648  0.25
H 1.488 -0.917 1.026  0.13
H 1.802 1.892 -0.247  0.08



# 3
Entry from the OMol25 dataset: a single C4H8O2 molecule (wB97M-V/def2-TZVPD).

Calculated values
* charge: 0
* energy relative to the best compared isomer or geometry (same formula, charge and spin): 1.537 eV
* strongest force on any atom: 0.340 eV Å⁻¹
* LUMO level: 0.9 eV
* highest occupied orbital energy: -9.4 eV
* structure (SMILES): COCC(C)=O
* electronic energy: -8371.7448 eV

Each line ends with the Mulliken charge.
Element x y z (Å)
C 1.512 1.112 0.059  -0.75
O 0.420 1.136 -0.830  -0.40
C -0.823 0.855 -0.260  -0.30
C -1.216 -0.596 0.012  0.53
C -0.206 -1.720 0.019  -0.88
O -2.383 -0.798 0.269  -0.56
H 2.164 0.265 -0.187  0.24
H 2.082 2.041 -0.048  0.24
H 1.173 1.021 1.102  0.38
H -0.900 1.335 0.726  0.31
H -1.591 1.271 -0.918  0.34
H -0.527 -2.467 0.753  0.32
H 0.813 -1.397 0.235  0.26
H -0.217 -2.180 -0.975  0.26



# 4
Entry from the OMol25 dataset: 2 unconnected molecules or ions with the total composition C4H8O2 (wB97M-V/def2-TZVPD).

Calculated values
* charge: 0
* energy relative to the best compared isomer or geometry (same formula, charge and spin): 1.984 eV
* strongest force on any atom: 0.541 eV Å⁻¹
* LUMO level: 0.3 eV
* highest occupied orbital energy: -8.6 eV
* structure (SMILES): C=C(C)O.C=O
* electronic energy: -8371.2976 eV

Each line ends with the Mulliken charge.
Element x y z (Å)
C -0.404 -1.994 0.524  -0.92
C -0.331 -0.921 -0.262  0.73
C -1.463 0.041 -0.498  -1.03
O 0.817 -0.668 -0.961  -0.55
H 0.445 -2.663 0.625  0.28
H -1.320 -2.236 1.050  0.25
H -1.793 -0.015 -1.542  0.28
H -2.313 -0.184 0.149  0.31
H -1.151 1.076 -0.314  0.28
H 0.841 0.277 -1.191  0.38
C 1.664 1.817 0.610  -0.03
O 1.123 2.060 -0.444  -0.47
H 1.975 0.793 0.880  0.21
H 1.864 2.617 1.345  0.27



# 5
Entry from the OMol25 dataset: a single C4H8O2 molecule (wB97M-V/def2-TZVPD).

Calculated values
* charge: 0
* energy relative to the best compared isomer or geometry (same formula, charge and spin): 2.279 eV
* strongest force on any atom: 1.642 eV Å⁻¹
* LUMO level: 0.9 eV
* highest occupied orbital energy: -9.8 eV
* structure (SMILES): O[C@H]1C[C@@H](O)C1
* electronic energy: -8371.0027 eV

Each line ends with the Mulliken charge.
Element x y z (Å)
O 0.840 -1.801 1.124  -0.54
C 0.024 -0.710 0.825  0.20
C 0.645 0.676 0.589  -0.88
C -0.198 0.846 -0.711  0.35
O 0.407 1.016 -1.974  -0.55
C -0.700 -0.602 -0.533  -0.90
H 0.216 -2.494 1.375  0.32
H -0.717 -0.561 1.657  0.27
H 1.705 0.942 0.663  0.39
H 0.096 1.126 1.400  0.19
H -0.966 1.616 -0.560  0.32
H 0.680 1.937 -2.073  0.31
H -0.256 -1.229 -1.313  0.27
H -1.777 -0.762 -0.470  0.25



# 6
Entry from the OMol25 dataset: a single C4H8O2 molecule (wB97M-V/def2-TZVPD).

Calculated values
* charge: 0
* energy relative to the best compared isomer or geometry (same formula, charge and spin): 0.157 eV
* strongest force on any atom: 0.701 eV Å⁻¹
* LUMO level: 0.6 eV
* highest occupied orbital energy: -10.4 eV
* structure (SMILES): CC(C)C(=O)O
* electronic energy: -8373.1246 eV

Each line ends with the Mulliken charge.
Element x y z (Å)
C 1.376 -1.169 -0.375  -1.44
C 0.598 0.150 -0.448  0.64
C 1.301 1.240 0.378  -1.40
C -0.798 -0.077 0.109  0.44
O -0.997 -0.557 1.193  -0.54
O -1.868 0.292 -0.655  -0.49
H 1.367 -1.518 0.654  0.32
H 0.927 -1.931 -1.015  0.35
H 2.407 -1.008 -0.677  0.39
H 0.557 0.501 -1.495  0.31
H 0.777 2.193 0.258  0.34
H 2.324 1.363 0.034  0.39
H 1.289 0.960 1.448  0.32
H -1.586 0.701 -1.497  0.37



# 7
Entry from the OMol25 dataset: a single C4H8O2 molecule (wB97M-V/def2-TZVPD).

Calculated values
* charge: 0
* energy relative to the best compared isomer or geometry (same formula, charge and spin): 2.560 eV
* strongest force on any atom: 1.685 eV Å⁻¹
* LUMO level: 1.0 eV
* highest occupied orbital energy: -10.3 eV
* structure (SMILES): C[C@H]1O[C@H]1CO
* electronic energy: -8370.7221 eV

Each line ends with the Mulliken charge.
Element x y z (Å)
C -0.454 -2.073 0.005  -1.26
C -0.425 -0.671 0.599  0.07
O 0.868 -0.281 1.055  -0.43
C 0.211 0.595 0.164  -0.15
C 0.901 0.966 -1.116  -0.14
O 1.780 2.007 -0.729  -0.45
H 0.428 -2.293 -0.603  0.34
H -1.357 -2.297 -0.571  0.32
H -0.436 -2.773 0.854  0.30
H -1.233 -0.498 1.312  0.38
H -0.008 1.585 0.698  0.26
H 0.193 1.309 -1.892  0.20
H 1.432 0.091 -1.508  0.26
H 1.363 2.343 0.094  0.29



# 8
Entry from the OMol25 dataset: a single C4H8O2 molecule (wB97M-V/def2-TZVPD).

Calculated values
* charge: 0
* energy relative to the best compared isomer or geometry (same formula, charge and spin): 2.027 eV
* strongest force on any atom: 0.346 eV Å⁻¹
* LUMO level: 1.1 eV
* highest occupied orbital energy: -10.1 eV
* structure (SMILES): C[C@@H](O)[C@H]1CO1
* electronic energy: -8371.2543 eV

Each line ends with the Mulliken charge.
Element x y z (Å)
C 1.652 -0.601 0.681  -1.46
C 0.402 0.249 0.519  0.43
O 0.772 1.561 0.156  -0.56
C -0.553 -0.348 -0.530  -0.02
C -1.959 0.052 -0.574  -0.35
O -1.022 0.580 -1.507  -0.50
H 2.175 -0.687 -0.278  0.33
H 2.324 -0.124 1.400  0.36
H 1.409 -1.605 1.048  0.37
H -0.123 0.290 1.488  0.17
H 0.233 1.792 -0.621  0.35
H -0.276 -1.314 -0.954  0.39
H -2.319 0.760 0.172  0.23
H -2.714 -0.606 -1.001  0.26



# 9
Entry from the OMol25 dataset: a molecular structure, C4H8O2 (wB97M-V/def2-TZVPD).

Calculated values
* charge: 0
* energy relative to the best compared isomer or geometry (same formula, charge and spin): 5.802 eV
* strongest force on any atom: 0.302 eV Å⁻¹
* LUMO level: 0.7 eV
* highest occupied orbital energy: -7.9 eV
* electronic energy: -8367.4801 eV

Each line ends with the Mulliken charge.
Element x y z (Å)
C -1.564 0.860 0.010  -1.32
C 0.297 0.349 -1.086  -0.15
O 1.264 1.035 -0.420  -0.29
C 1.572 -0.059 0.476  -0.36
C 0.666 -0.970 -0.379  -0.04
O -0.249 -1.829 0.216  -0.53
H -1.102 0.908 0.997  0.39
H -1.999 1.834 -0.230  0.35
H -2.313 0.068 -0.072  0.30
H -0.795 0.807 -1.183  0.47
H 1.182 0.137 1.482  0.21
H 2.646 -0.261 0.515  0.27
H 1.254 -1.584 -1.068  0.34
H -0.859 -1.297 0.743  0.36



# 10
Entry from the OMol25 dataset: a single C4H8O2 molecule (wB97M-V/def2-TZVPD).

Calculated values
* charge: 0
* energy relative to the best compared isomer or geometry (same formula, charge and spin): 1.737 eV
* strongest force on any atom: 0.407 eV Å⁻¹
* LUMO level: 0.8 eV
* highest occupied orbital energy: -8.0 eV
* structure (SMILES): C/C=C(\O)OC
* electronic energy: -8371.5443 eV

Each line ends with the Mulliken charge.
Element x y z (Å)
C 1.760 -0.388 1.469  -1.07
C 0.283 -0.296 1.208  -0.19
C -0.273 -0.160 0.000  0.47
O 0.362 -0.345 -1.189  -0.54
O -1.570 0.188 -0.143  -0.36
C -1.961 0.736 -1.393  -0.65
H 2.091 -1.332 1.919  0.28
H 2.363 -0.219 0.569  0.30
H 2.041 0.409 2.167  0.29
H -0.382 -0.216 2.060  0.36
H 1.114 -0.924 -1.020  0.32
H -3.000 1.046 -1.268  0.22
H -1.354 1.609 -1.662  0.31
H -1.884 -0.003 -2.194  0.27



# 11
Entry from the OMol25 dataset: a single C4H8O2 molecule (wB97M-V/def2-TZVPD).

Calculated values
* charge: 0
* energy relative to the best compared isomer or geometry (same formula, charge and spin): 4.869 eV
* strongest force on any atom: 0.454 eV Å⁻¹
* LUMO level: -0.2 eV
* highest occupied orbital energy: -8.9 eV
* electronic energy: -8368.4127 eV

Each line ends with the Mulliken charge.
Element x y z (Å)
C -1.833 0.026 0.575  -1.22
C -0.444 -0.027 -0.011  0.75
C 0.140 -1.192 -0.570  -0.57
O 1.960 -0.196 0.272  -0.69
C 1.673 0.959 -0.269  -0.17
O 0.105 1.134 -0.394  -0.48
H -2.119 -0.930 1.024  0.33
H -1.879 0.812 1.332  0.31
H -2.552 0.267 -0.213  0.34
H 0.357 -0.455 0.803  0.35
H -0.130 -2.161 -0.154  0.26
H 0.808 -1.189 -1.421  0.24
H 1.922 1.840 0.341  0.28
H 1.993 1.114 -1.316  0.27



# 12
Entry from the OMol25 dataset: a molecular structure, C4H8O2 (wB97M-V/def2-TZVPD).

Calculated values
* charge: 0
* energy relative to the best compared isomer or geometry (same formula, charge and spin): 6.166 eV
* strongest force on any atom: 0.422 eV Å⁻¹
* LUMO level: 0.8 eV
* highest occupied orbital energy: -9.3 eV
* electronic energy: -8367.1153 eV

Each line ends with the Mulliken charge.
Element x y z (Å)
C -1.643 0.085 -0.036  -1.36
C -0.520 1.081 0.057  0.24
O 0.193 1.112 1.286  -0.41
C 0.884 0.661 0.114  -0.31
C 1.189 -1.177 -0.330  -0.28
O 0.951 -1.890 0.749  -0.68
H -1.328 -0.877 0.382  0.40
H -1.946 -0.055 -1.080  0.31
H -2.511 0.443 0.526  0.35
H -0.710 2.076 -0.350  0.41
H 1.707 1.289 -0.224  0.46
H 2.228 -1.040 -0.683  0.31
H 0.478 -1.202 -1.176  0.28
H 1.029 -0.508 0.766  0.29



# 13
Entry from the OMol25 dataset: a single C4H8O2 molecule (wB97M-V/def2-TZVPD).

Calculated values
* charge: 0
* energy relative to the best compared isomer or geometry (same formula, charge and spin): 5.470 eV
* strongest force on any atom: 0.456 eV Å⁻¹
* LUMO level: 0.9 eV
* highest occupied orbital energy: -7.7 eV
* electronic energy: -8367.8116 eV

Each line ends with the Mulliken charge.
Element x y z (Å)
C 0.340 0.431 1.064  -0.39
C -1.153 0.338 0.853  -0.35
O -1.291 0.997 -0.404  -0.36
C -0.236 0.547 -1.184  -0.17
O 0.814 0.112 -0.272  -0.23
C 1.095 -1.594 -0.258  -0.68
H 0.668 1.446 1.309  0.26
H 0.759 -0.325 1.723  0.40
H -1.446 -0.717 0.778  0.29
H -1.759 0.869 1.587  0.34
H 0.139 1.370 -1.797  0.23
H -0.499 -0.324 -1.793  0.29
H 2.193 -1.506 -0.366  0.21
H 0.760 -1.782 -1.296  0.16



# 14
Entry from the OMol25 dataset: a single C4H8O2 molecule (wB97M-V/def2-TZVPD).

Calculated values
* charge: 0
* energy relative to the best compared isomer or geometry (same formula, charge and spin): 2.359 eV
* strongest force on any atom: 4.307 eV Å⁻¹
* LUMO level: 1.0 eV
* highest occupied orbital energy: -10.2 eV
* structure (SMILES): C[C@@]1(CO)CO1
* electronic energy: -8370.9232 eV

Each line ends with the Mulliken charge.
Element x y z (Å)
C 0.000 -1.488 0.700  -1.27
C 0.112 -0.134 -0.060  1.06
C 0.380 1.136 0.679  -0.57
O -0.126 2.252 0.015  -0.54
C -0.015 -0.162 -1.488  -0.64
O -1.221 -0.120 -0.727  -0.51
H -0.733 -1.555 1.509  0.29
H 0.986 -1.581 1.169  0.37
H -0.138 -2.373 0.082  0.34
H 1.463 1.277 0.761  0.28
H -0.012 1.075 1.708  0.28
H -1.016 1.975 -0.268  0.34
H 0.133 -1.070 -2.065  0.32
H 0.186 0.768 -2.015  0.25



# 15
Entry from the OMol25 dataset: a single C4H8O2 molecule (wB97M-V/def2-TZVPD).

Calculated values
* charge: 0
* energy relative to the best compared isomer or geometry (same formula, charge and spin): 5.460 eV
* strongest force on any atom: 0.422 eV Å⁻¹
* LUMO level: 0.7 eV
* highest occupied orbital energy: -7.5 eV
* electronic energy: -8367.8215 eV

Each line ends with the Mulliken charge.
Element x y z (Å)
C -0.594 -0.839 -0.083  -0.29
C -1.578 0.317 -0.251  -0.36
O -0.712 1.407 -0.517  -0.36
C 0.338 1.247 0.375  -0.24
C 2.114 -0.599 -0.032  -0.71
O 0.576 -0.181 0.454  -0.14
H -0.905 -1.617 0.617  0.27
H -0.312 -1.270 -1.046  0.27
H -2.249 0.187 -1.101  0.29
H -2.172 0.498 0.658  0.28
H 0.068 1.578 1.388  0.26
H 1.261 1.693 0.011  0.37
H 2.204 -1.493 0.610  0.22
H 1.847 -1.013 -1.028  0.13



# 16
Entry from the OMol25 dataset: a single C4H8O2 molecule (wB97M-V/def2-TZVPD).

Calculated values
* charge: 0
* energy relative to the best compared isomer or geometry (same formula, charge and spin): 0.422 eV
* strongest force on any atom: 0.484 eV Å⁻¹
* LUMO level: 1.0 eV
* highest occupied orbital energy: -10.7 eV
* structure (SMILES): CC(C)OC=O
* electronic energy: -8372.8596 eV

Each line ends with the Mulliken charge.
Element x y z (Å)
C -0.148 1.450 -0.069  -1.31
C -0.193 -0.062 -0.233  0.61
C -1.504 -0.709 0.175  -1.33
O 0.834 -0.613 0.632  -0.32
C 2.039 -0.797 0.091  0.12
O 2.336 -0.639 -1.066  -0.50
H -1.005 1.931 -0.552  0.35
H -0.157 1.709 0.995  0.33
H 0.769 1.849 -0.515  0.33
H 0.058 -0.337 -1.261  0.32
H -1.414 -1.799 0.129  0.34
H -2.301 -0.403 -0.510  0.38
H -1.792 -0.427 1.193  0.32
H 2.742 -1.117 0.874  0.36



# 17
Entry from the OMol25 dataset: 2 unconnected molecules or ions with the total composition C4H8O2 (wB97M-V/def2-TZVPD).

Calculated values
* charge: 0
* energy relative to the best compared isomer or geometry (same formula, charge and spin): 1.422 eV
* strongest force on any atom: 0.622 eV Å⁻¹
* LUMO level: 0.8 eV
* highest occupied orbital energy: -10.0 eV
* structure (SMILES): O=C1CCC1.O
* electronic energy: -8371.8600 eV

Each line ends with the Mulliken charge.
Element x y z (Å)
O -1.105 1.568 -0.029  -0.63
C -0.777 0.409 -0.119  0.50
C 0.520 -0.298 -0.508  -0.51
C 0.019 -1.478 0.357  -0.62
C -1.421 -0.900 0.313  -0.50
H 1.454 0.199 -0.239  0.46
H 0.503 -0.520 -1.582  0.23
H 0.441 -1.416 1.364  0.26
H 0.170 -2.484 -0.036  0.30
H -2.000 -1.317 -0.519  0.25
H -2.034 -0.885 1.217  0.32
O 1.670 2.356 0.232  -0.69
H 1.858 2.491 -0.704  0.32
H 0.701 2.277 0.254  0.34